9
Properties=species:S:1:pos:R:3:forces:R:3 method="wB97M-V/def2-TZVPD" relative_energy_kj_mol=120.9 smiles="N#CCOC=O"
N 2.536 -0.519 -1.443 -1.1 0.5 0.5
C 1.585 -0.064 -0.966 1.0 -0.5 -0.4
C 0.386 0.532 -0.366 0.1 0.2 0.0
O -0.633 -0.465 -0.303 -0.1 0.0 0.0
C -1.315 -0.548 0.856 0.0 0.2 0.4
O -1.149 0.148 1.819 -0.1 -0.3 -0.5
H 0.037 1.352 -1.000 0.0 -0.1 0.1
H 0.603 0.921 0.634 0.0 -0.1 -0.2
H -2.050 -1.358 0.769 0.1 0.1 0.0

---

58
Properties=species:S:1:pos:R:3:forces:R:3 method="wB97M-V/def2-TZVPD" charge=+1 relative_energy_kj_mol=1593.7
Sn 1.546 -0.895 -1.068 7.1 -3.4 -6.7
N 0.605 0.848 -1.522 4.1 1.9 -4.4
S -0.468 1.456 -2.412 -10.3 -0.1 -9.6
O -0.268 1.446 -3.881 0.0 1.7 4.6
O -1.308 2.461 -1.771 2.7 0.4 -2.6
F -1.556 0.227 -2.374 -0.7 2.0 0.7
S 1.433 2.255 -1.510 9.1 6.4 0.5
O 1.218 3.169 -0.400 -0.7 -2.0 -2.4
O 1.905 2.855 -2.779 -2.4 -2.2 2.7
F 2.811 1.583 -0.994 -0.6 -0.7 -0.1
C 0.341 -0.847 -4.660 0.1 -0.9 0.1
O -0.213 -1.153 -3.329 3.6 0.1 -1.7
C -0.987 -2.284 -3.248 -1.0 -0.4 0.3
C -1.337 -2.441 -1.790 -0.5 -0.9 -0.6
N -0.139 -2.556 -0.949 -1.0 -1.9 -2.3
C -0.504 -2.800 0.434 0.3 -4.2 0.8
C 0.750 -3.480 1.044 -0.1 -1.1 0.6
O 1.924 -2.611 1.015 3.8 -7.3 -4.9
C 3.090 -3.095 1.723 0.3 -0.8 -0.5
H 1.087 -1.582 -4.962 -0.1 -0.4 0.2
H 0.818 0.132 -4.649 -0.1 -0.7 0.1
H -0.474 -0.843 -5.384 0.0 0.1 0.0
H -0.505 -3.175 -3.652 0.1 -0.1 -0.2
H -1.941 -2.076 -3.732 -0.1 -0.4 -0.5
H -1.957 -3.323 -1.623 -0.2 0.0 -0.2
H -1.882 -1.540 -1.512 -0.5 -1.2 -0.2
H 0.323 -3.416 -1.208 0.1 -0.3 -0.6
H -1.312 -3.531 0.445 0.0 -0.5 0.1
H -0.824 -1.936 1.017 -0.5 -3.7 -0.5
H 0.897 -4.430 0.531 0.6 0.1 -0.5
H 0.606 -3.831 2.066 -0.3 0.4 0.3
H 2.938 -3.076 2.802 -0.4 -0.3 0.1
H 3.960 -2.463 1.547 -0.4 0.3 -0.4
H 3.352 -4.082 1.341 -0.1 -0.1 0.4
C 0.705 -1.211 1.762 -0.6 5.9 6.7
O 0.491 -1.029 0.384 -2.4 4.5 8.8
C -0.780 -0.462 0.089 -0.7 4.3 -1.6
C -0.837 1.066 0.132 -2.9 0.0 4.9
N -1.030 1.493 1.534 0.9 -0.4 -0.3
C -0.609 2.868 1.643 -1.0 1.3 0.2
C -1.004 3.412 2.980 0.1 -0.2 0.4
O -0.647 4.745 2.961 1.3 0.6 -1.1
C -0.665 5.424 4.155 -1.2 0.6 1.1
H 0.662 -0.294 2.350 -0.4 0.7 -0.8
H 1.669 -1.698 1.909 -1.8 2.9 1.8
H -0.061 -1.814 2.250 0.3 0.4 0.0
H -1.531 -1.007 0.660 -0.7 2.0 -0.4
H -0.894 -0.668 -0.975 -0.1 0.2 1.5
H -1.743 1.390 -0.380 -0.1 -1.1 0.5
H -0.078 1.614 -0.426 -2.5 -0.4 5.2
H -2.030 1.516 1.673 -0.1 -0.2 0.4
H -1.190 3.471 0.944 0.0 0.3 -0.4
H 0.416 3.136 1.384 -0.2 -0.9 0.7
H -0.539 2.853 3.792 0.3 0.0 0.3
H -2.081 3.326 3.130 -0.4 -0.2 0.0
H -0.408 6.476 4.024 0.2 -0.2 -0.4
H -0.049 5.022 4.959 0.3 -0.4 -0.1
H -1.696 5.409 4.507 -0.3 0.2 0.5

---

16
Properties=species:S:1:pos:R:3:forces:R:3 method="wB97M-V/def2-TZVPD" charge=-1 relative_energy_kj_mol=151.2
C 2.148 0.159 -1.045 0.3 -0.5 0.2
S 1.932 -1.596 -1.499 0.2 0.4 -0.2
C 0.157 -1.670 -1.248 -0.4 -0.3 0.1
H 1.342 0.752 -1.455 -0.1 0.1 -0.1
H 3.123 0.504 -1.397 -0.1 -0.1 -0.1
H 2.073 0.224 0.033 -0.1 0.2 0.1
H -0.399 -1.275 -2.099 0.1 0.1 -0.1
H -0.130 -2.713 -1.111 0.1 -0.1 0.0
H -0.104 -1.088 -0.360 0.1 0.2 0.1
N -2.175 1.556 1.477 -0.2 0.1 0.3
C -1.048 0.573 1.670 -0.4 0.2 0.0
O -0.077 0.662 0.769 0.1 -0.2 0.0
H -1.709 2.360 1.066 -0.1 0.0 -0.1
H -2.799 1.188 0.769 0.1 0.1 -0.2
H -0.741 0.766 2.715 0.3 0.0 0.2
H -1.592 -0.403 1.715 0.1 -0.3 -0.1

---

23
Properties=species:S:1:pos:R:3:forces:R:3 method="wB97M-V/def2-TZVPD" relative_energy_kj_mol=167.0 smiles=CCN(CC)CCO
C 1.142 -1.687 -1.297 0.2 -0.2 0.2
C 1.270 -0.615 -0.215 0.1 -0.7 0.1
N -0.009 -0.242 0.369 -0.3 0.5 0.1
C 0.162 -0.054 1.826 -0.4 -0.3 -0.2
C -0.980 0.671 2.546 0.3 0.2 -1.0
C -0.605 0.930 -0.276 0.6 0.3 0.1
C -0.572 0.928 -1.788 -0.3 -0.4 -0.2
O -1.605 0.135 -2.374 0.0 0.3 0.0
H 0.387 -2.435 -1.032 -0.2 0.4 -0.1
H 0.936 -1.216 -2.261 0.0 -0.5 0.0
H 2.069 -2.261 -1.344 0.2 0.2 -0.3
H 1.902 -1.029 0.581 -0.1 0.2 -0.1
H 1.796 0.255 -0.635 0.1 0.0 0.2
H 1.110 0.466 1.998 0.1 0.1 0.2
H 0.241 -1.063 2.237 0.2 0.0 0.1
H -1.950 0.348 2.151 0.1 -0.1 0.4
H -0.901 1.743 2.359 -0.1 0.0 0.1
H -0.894 0.526 3.614 -0.2 -0.2 0.2
H -1.639 0.982 0.014 -0.5 0.2 0.2
H -0.127 1.879 0.049 0.1 -0.2 0.0
H 0.383 0.587 -2.163 0.3 0.2 -0.1
H -0.692 1.947 -2.152 -0.3 0.0 0.0
H -1.424 -0.795 -2.206 0.1 0.0 0.1